Record 1
Molecular formula: C23H24FN5O2S
Method: DFT, ωB97M-V with the def2-TZVPD basis set

Each line ends with the Löwdin charge.
Element x y z (Å)
C  0.869  5.788  -0.291  0.020
C  1.277  4.624  -0.755  -0.148
C  1.214  3.347  0.032  -0.154
N  0.334  2.399  -0.611  0.004
C  0.601  1.474  -1.583  -0.282
C  1.954  1.150  -2.119  -0.079
N  2.528  0.026  -1.405  0.100
C  3.316  0.211  -0.325  -0.423
O  3.617  1.324  0.073  0.049
C  3.802  -1.015  0.376  -0.060
C  4.240  -0.855  1.691  -0.008
C  4.722  -1.920  2.425  -0.071
C  4.790  -3.180  1.853  -0.067
C  4.376  -3.368  0.546  -0.005
C  3.889  -2.292  -0.172  -0.209
F  3.507  -2.521  -1.451  0.062
N  -0.491  0.846  -1.915  0.077
N  -1.505  1.350  -1.192  -0.003
C  -1.009  2.278  -0.409  -0.601
S  -1.866  3.227  0.762  1.008
C  -3.483  2.383  0.767  -0.342
C  -3.385  1.040  1.494  -0.573
O  -3.622  0.930  2.678  0.052
N  -3.030  0.035  0.679  0.095
C  -2.683  -1.287  1.162  -0.304
C  -1.170  -1.377  1.404  -0.021
C  -3.124  -2.330  0.165  -0.188
C  -2.721  -2.252  -1.164  -0.035
C  -3.116  -3.219  -2.071  -0.080
C  -3.912  -4.276  -1.664  -0.097
C  -4.314  -4.361  -0.342  -0.087
C  -3.923  -3.392  0.565  -0.035
H  0.929  6.687  -0.880  0.057
H  0.465  5.889  0.703  0.060
H  1.671  4.531  -1.759  0.104
H  2.207  2.891  0.117  0.104
H  0.818  3.540  1.033  0.109
H  1.864  0.885  -3.174  0.133
H  2.628  2.001  -1.999  0.124
H  2.207  -0.890  -1.671  0.136
H  4.193  0.137  2.114  0.121
H  5.049  -1.769  3.442  0.106
H  5.169  -4.018  2.418  0.108
H  4.427  -4.334  0.070  0.120
H  -3.806  2.277  -0.266  0.082
H  -4.140  3.053  1.320  0.084
H  -2.719  0.269  -0.263  0.080
H  -3.208  -1.423  2.114  0.142
H  -0.905  -2.371  1.754  0.083
H  -0.630  -1.176  0.481  0.065
H  -0.872  -0.647  2.154  0.082
H  -2.099  -1.435  -1.500  0.093
H  -2.799  -3.146  -3.101  0.102
H  -4.218  -5.030  -2.374  0.099
H  -4.937  -5.182  -0.017  0.100
H  -4.243  -3.459  1.596  0.112

Results
net charge = 0
SMILES = C=CCn1c(CNC(=O)c2ccccc2F)nnc1SCC(=O)N[C@H](C)c1ccccc1
HOMO energy = -8.6 eV
maximum force = 0.023 Eh/bohr
gap between HOMO and LUMO = 8.94 eV

Record 2
Molecular formula: C31H47NNdO3P2S
Method: DFT, ωB97M-V with the def2-TZVPD basis set

Each line ends with the Löwdin charge.
Element x y z (Å)
Nd  0.185  -0.067  -0.059  1.399
C  0.099  0.672  2.200  -0.329
C  -1.278  0.327  1.838  -0.318
C  0.054  -1.636  1.601  -0.341
C  0.933  -0.532  2.044  -0.349
C  -1.315  -1.098  1.494  -0.329
C  0.578  1.980  2.712  -0.034
H  -0.133  2.774  2.489  0.064
H  1.560  2.256  2.314  0.079
H  0.662  1.894  3.801  0.106
C  2.390  -0.630  2.239  -0.028
H  2.875  0.349  2.208  0.090
H  2.860  -1.259  1.477  0.054
H  2.561  -1.082  3.215  0.107
C  0.503  -3.010  1.298  -0.011
H  0.598  -3.549  2.245  0.111
H  1.476  -3.022  0.795  0.065
H  -0.206  -3.545  0.661  0.088
C  -2.528  -1.890  1.177  -0.041
H  -2.833  -2.385  2.105  0.104
H  -2.345  -2.661  0.425  0.072
H  -3.345  -1.250  0.847  0.071
C  -2.461  1.222  1.952  -0.028
H  -2.948  1.009  2.910  0.106
H  -3.188  1.053  1.153  0.077
H  -2.171  2.272  1.941  0.067
C  -0.162  5.947  -4.697  -0.116
C  -0.834  6.533  -3.699  -0.126
C  -2.272  6.953  -3.621  -0.188
C  -3.246  6.317  -4.641  -0.196
C  -3.299  4.819  -4.553  -0.106
C  -2.492  3.915  -5.123  -0.134
C  -1.314  4.111  -6.028  -0.189
C  -0.664  5.516  -6.043  -0.195
H  -2.343  8.051  -3.700  0.120
H  -3.003  6.661  -5.653  0.101
H  -2.632  6.713  -2.606  0.110
H  -1.358  6.243  -6.478  0.101
H  0.901  5.728  -4.513  0.102
H  -0.261  6.771  -2.793  0.098
H  0.197  5.466  -6.737  0.116
H  -0.544  3.377  -5.732  0.098
H  -2.721  2.860  -4.924  0.090
H  -1.591  3.838  -7.061  0.120
H  -4.254  6.715  -4.419  0.116
H  -4.104  4.428  -3.912  0.104
P  0.301  2.197  -1.157  0.689
P  -1.188  -0.628  -2.098  0.666
C  -0.305  1.925  -2.852  -0.362
C  -0.377  0.468  -3.313  -0.346
H  0.358  2.521  -3.484  0.090
H  -1.300  2.384  -2.870  0.080
H  -0.980  0.345  -4.218  0.096
H  0.630  0.058  -3.490  0.105
C  -0.910  -2.278  -2.553  -0.241
H  -1.415  -2.991  -1.889  0.068
H  0.163  -2.539  -2.600  0.033
H  -1.344  -2.301  -3.552  0.063
C  -2.892  -0.265  -2.096  -0.244
H  -3.184  -0.253  -3.146  0.059
H  -3.146  0.695  -1.624  0.059
H  -3.435  -1.059  -1.569  0.060
C  2.000  2.638  -1.223  -0.236
H  2.477  2.733  -0.234  0.069
H  1.956  3.606  -1.724  0.058
H  2.583  1.937  -1.830  0.063
C  -0.607  3.518  -0.486  -0.247
H  -1.654  3.259  -0.284  0.061
H  -0.554  4.295  -1.248  0.048
H  -0.146  3.874  0.441  0.060
O  2.809  -4.043  -3.309  -0.275
S  2.785  -4.042  -1.889  0.706
O  1.859  -4.881  -1.199  -0.287
N  2.081  -2.482  -1.574  -0.036
C  2.768  -1.579  -0.971  -0.535
O  2.288  -0.429  -0.652  -0.223
C  4.132  -2.074  -0.597  -0.144
C  5.123  -1.404  0.135  -0.008
C  6.278  -2.101  0.492  -0.051
C  6.444  -3.446  0.138  -0.049
C  5.446  -4.112  -0.596  -0.031
C  4.295  -3.408  -0.955  -0.158
H  4.971  -0.365  0.422  0.122
H  7.053  -1.598  1.068  0.113
H  7.341  -3.988  0.435  0.114
H  5.554  -5.159  -0.871  0.122

Results
net charge = +1
HOMO energy (alpha / beta) = -10.7 / -10.7 eV
maximum force = 0.116 Eh/bohr
gap between HOMO and LUMO (alpha / beta) = 8.01 / 8.06 eV
energy relative to the best compared isomer or geometry (same formula, charge and spin) = 1.134 eV
⟨S²⟩ = 3.754
spin multiplicity = 4

| no. | E_tot (eV) |
| --- | --- |
| 1 | -49339.535 |
| 2 | -85222.268 |